Computed, not measured: a single C16H24N4O5S2 molecule in a non-equilibrium geometry, with ωB97M-V/def2-TZVPD.

## Properties
Spin multiplicity: 1
Total charge: 0
Lowest unoccupied orbital energy in eV: 0.5611
HOMO level in eV: -8.96
Energy relative to the best compared isomer or geometry (same formula, charge and spin) in kcal/mol: 0.0

Each line ends with the natural charge from an NBO analysis.
Positions of all 51 atoms, in Å:
C 3.59 3.06 -0.20  -0.75
S 2.22 1.93 -0.56  0.15
C 0.85 2.74 0.35  -0.52
C 1.12 2.91 1.84  -0.42
C 1.69 1.66 2.53  -0.14
N 2.08 1.96 3.88  -0.64
C 3.20 2.70 4.13  0.78
N 3.39 3.01 5.45  -0.84
O 3.94 3.07 3.25  -0.68
C 0.64 0.54 2.57  0.69
O -0.07 0.38 3.54  -0.62
N 0.61 -0.18 1.43  -0.64
C -0.25 -1.22 1.07  0.23
C -1.26 -1.69 1.91  -0.25
C -2.09 -2.72 1.49  -0.18
C -1.93 -3.29 0.24  -0.22
C -0.93 -2.81 -0.58  -0.32
S -0.76 -3.45 -2.25  2.34
O -1.36 -4.75 -2.31  -0.93
O 0.59 -3.27 -2.69  -0.94
N -1.71 -2.44 -3.17  -0.67
C -3.13 -2.52 -2.95  -0.27
C -3.84 -1.82 -4.11  -0.07
O -3.40 -0.49 -4.24  -0.52
C -2.01 -0.43 -4.47  -0.07
C -1.24 -1.08 -3.31  -0.27
C -0.09 -1.79 -0.19  -0.25
H 3.82 3.06 0.86  0.25
H 3.31 4.06 -0.54  0.22
H 4.44 2.70 -0.77  0.23
H 0.69 3.72 -0.12  0.23
H -0.02 2.11 0.16  0.22
H 1.85 3.71 1.99  0.24
H 0.19 3.20 2.33  0.22
H 2.58 1.32 1.99  0.24
H 1.39 1.76 4.59  0.42
H 2.92 2.49 6.17  0.39
H 4.29 3.40 5.68  0.40
H 1.29 0.06 0.71  0.42
H -1.39 -1.25 2.89  0.26
H -2.86 -3.08 2.15  0.22
H -2.55 -4.10 -0.11  0.24
H -3.40 -3.58 -2.90  0.24
H -3.41 -2.03 -2.00  0.18
H -4.92 -1.78 -3.94  0.20
H -3.64 -2.38 -5.04  0.17
H -1.76 0.63 -4.55  0.20
H -1.76 -0.95 -5.40  0.17
H -0.18 -1.12 -3.52  0.24
H -1.42 -0.50 -2.39  0.18
H 0.69 -1.46 -0.86  0.24